Here is C7H6FI in the gas phase at a distorted geometry from the OMol25 dataset. Energies are from ωB97M-V/def2-TZVPD.

Bonds (Å) are listed after each position.
Element x y z (Å)
1 C 1.49855 -0.42482 -1.26148  C2 1.295, C3 1.258
2 C 0.22977 -0.30677 -1.49017  C1 1.295, C6 1.419
3 C 2.30544 -0.77636 -0.36266  C1 1.258, F8 1.262
4 C 1.17398 0.45607 1.22951  C5 1.465, I9 2.075
5 C 0.15147 1.14215 0.43604  C4 1.465, C6 1.569, H10 1.123, H11 1.201
6 C -0.67682 0.44681 -0.70023  C2 1.419, C5 1.569, C7 1.567, H12 1.044
7 C -1.78867 -0.48609 -0.10970  C6 1.567, H13 1.014, H14 1.112, H15 1.166
8 F 3.43249 -1.30723 -0.15978  C3 1.262
9 I 0.75036 -1.40127 2.05270  C4 2.075
10 H -0.62849 1.45113 1.18226  C5 1.123
11 H 0.76902 2.11551 0.09774  C5 1.201
12 H -1.21466 1.15488 -1.24730  C6 1.044
13 H -2.55164 -0.56238 -0.77293  C7 1.014
14 H -2.11530 -0.00868 0.83966  C7 1.112
15 H -1.33550 -1.49296 0.26633  C7 1.166

Results
E_tot (hartree): -667.53179
HOMO-LUMO gap (spin up / spin down) (Eh): 0.234 / 0.234
Maximum force (eV/A): 4.9
Relative energy (zero: lowest compared OMol25 entry of this formula, charge and spin) (eV): 5.310
LUMO (spin up / spin down) (eV): -1.4 / -1.4
E_HOMO (spin up / spin down) (eV): -7.75 / -7.75
Multiplicity: 1

=====

Here is 2 unconnected molecules or ions with the total composition C5H10ClN at a distorted geometry from the OMol25 dataset. Energies are from ωB97M-V/def2-TZVPD.

Bonds (Å) are listed after each position.
Element x y z (Å)
1 C -0.06761 2.11371 2.02687  N6 1.235, Cl7 1.800
2 C 0.43751 -1.87630 0.06525  C5 1.508, H8 1.134, H9 1.145, H10 1.045
3 C -0.25142 -0.07586 -1.37982  C5 1.527, H11 1.116, H12 1.066, H13 1.024
4 C 1.47954 0.37981 0.24887  C5 1.428, H14 1.113, H15 1.021
5 C 0.29013 -0.37614 0.01616  C2 1.508, C3 1.527, C4 1.428, H16 1.171
6 N -1.09799 1.82675 1.41026  C1 1.235, H17 0.990
7 Cl 0.16698 3.02466 3.56099  C1 1.800
8 H 0.85810 -2.16790 -0.94670  C2 1.134
9 H -0.60624 -2.33459 0.16782  C2 1.145
10 H 1.06597 -2.19268 0.83814  C2 1.045
11 H -0.60217 0.97765 -1.49458  C3 1.116
12 H 0.45906 -0.27958 -2.14823  C3 1.066
13 H -1.08786 -0.63652 -1.56420  C3 1.024
14 H 1.91548 0.13769 1.24377  C4 1.113
15 H 1.67378 1.31794 -0.10482  C4 1.021
16 H -0.49487 0.19164 0.67471  C5 1.171
17 H -2.02790 1.76035 1.74221  N6 0.990

Results
E_tot (hartree): -711.27024
HOMO-LUMO gap (spin up / spin down) (Eh): 0.332 / 0.248
Maximum force (eV/A): 4.2
Relative energy (zero: lowest compared OMol25 entry of this formula, charge and spin) (eV): 5.040
LUMO (spin up / spin down) (eV): 0.1 / -1.2
E_HOMO (spin up / spin down) (eV): -8.99 / -7.99
Multiplicity: 1

=====

Here is 8 unconnected molecules or ions with the total composition C18H49ClNO11 at a distorted geometry from the OMol25 dataset. Energies are from ωB97M-V/def2-TZVPD.

Bonds (Å) are listed after each position.
Element x y z (Å)
1 Cl 7.43158 21.31703 -0.92757  O2 1.445, O3 1.457, O4 1.432, O5 1.442
2 O 8.02122 22.39431 -0.16578  Cl1 1.445
3 O 6.02868 21.24212 -0.54137  Cl1 1.457
4 O 7.57703 21.60564 -2.32307  Cl1 1.432
5 O 8.09028 20.06566 -0.64468  Cl1 1.442
6 C 8.42375 23.53013 3.01591  C7 1.534, H17 1.091, H18 1.096, H19 1.096
7 C 9.29501 22.60110 3.87046  C6 1.534, C8 1.529, N12 1.461, C16 1.520
8 C 8.81478 22.63245 5.32224  C7 1.529, C9 1.519, H20 1.095, H21 1.099
9 C 7.58156 21.81121 5.65827  C8 1.519, C10 1.524, H22 1.092, H23 1.091
10 C 7.83618 20.37656 5.21079  C9 1.524, C11 1.548, H24 1.094, H25 1.095
11 C 8.20687 20.27739 3.71108  C10 1.548, N12 1.470, C14 1.524, C15 1.517
12 N 9.30118 21.21302 3.41519  C7 1.461, C11 1.470, O13 1.416
13 O 9.75489 21.11056 2.07800  N12 1.416, H35 0.980
14 C 8.69781 18.85374 3.47602  C11 1.524, H26 1.097, H27 1.090, H28 1.092
15 C 6.95882 20.50265 2.87915  C11 1.517, H29 1.090, H30 1.095, H31 1.090
16 C 10.73174 23.09668 3.87043  C7 1.520, H32 1.095, H33 1.091, H34 1.095
17 H 7.38319 23.25556 2.83637  C6 1.091
18 H 8.83433 23.68289 2.01120  C6 1.096
19 H 8.37908 24.55648 3.39899  C6 1.096
20 H 9.62374 22.39761 6.02167  C8 1.095
21 H 8.57935 23.67012 5.59859  C8 1.099
22 H 6.71645 22.21468 5.12861  C9 1.092
23 H 7.39687 21.76818 6.73270  C9 1.091
24 H 6.97153 19.75442 5.46166  C10 1.094
25 H 8.67239 19.94117 5.76858  C10 1.095
26 H 9.63250 18.68845 4.02588  C14 1.097
27 H 7.98879 18.09081 3.79605  C14 1.090
28 H 8.98154 18.65998 2.43907  C14 1.092
29 H 6.22933 19.70432 3.01307  C15 1.090
30 H 6.47174 21.44077 3.16431  C15 1.095
31 H 7.16166 20.63224 1.81640  C15 1.090
32 H 10.80305 24.13811 4.20163  C16 1.095
33 H 11.27682 22.98778 2.93207  C16 1.091
34 H 11.36596 22.54464 4.57251  C16 1.095
35 H 8.99696 21.33301 1.49785  O13 0.980
36 C 6.26959 18.40483 -3.87263  C37 1.506, H39 1.093, H40 1.093, H41 1.092
37 C 4.86242 18.70994 -3.43258  C36 1.506, O38 1.430, H42 1.091, H43 1.095
38 O 3.95772 18.24793 -4.43842  C37 1.430, H44 0.960
39 H 6.96960 18.88076 -3.18167  C36 1.093
40 H 6.54162 18.78947 -4.85864  C36 1.093
41 H 6.46386 17.33197 -3.92736  C36 1.092
42 H 4.72340 19.78069 -3.27843  C37 1.091
43 H 4.68393 18.22354 -2.46826  C37 1.095
44 H 3.06066 18.50965 -4.21692  O38 0.960
45 C 7.17421 16.67656 -0.52869  C46 1.519, H48 1.093, H49 1.096, H50 1.089
46 C 8.29941 16.43605 0.46279  C45 1.519, O47 1.426, H51 1.090, H52 1.095
47 O 9.39206 17.31775 0.21232  C46 1.426, H53 0.968
48 H 6.71814 17.65604 -0.36179  C45 1.093
49 H 6.32651 15.99584 -0.38816  C45 1.096
50 H 7.52341 16.57975 -1.55532  C45 1.089
51 H 8.74771 15.44720 0.36494  C46 1.090
52 H 7.91091 16.56311 1.47866  C46 1.095
53 H 9.00470 18.18780 0.04152  O47 0.968
54 C 10.18888 19.74610 -4.09825  C55 1.519, H57 1.089, H58 1.093, H59 1.089
55 C 10.23569 18.22813 -4.10595  C54 1.519, O56 1.427, H60 1.098, H61 1.096
56 O 11.50385 17.76644 -3.64096  C55 1.427, H62 0.961
57 H 10.43356 20.12722 -3.10814  C54 1.089
58 H 9.15987 20.06425 -4.28160  C54 1.093
59 H 10.80560 20.15262 -4.89814  C54 1.089
60 H 10.05419 17.88002 -5.13133  C55 1.098
61 H 9.43680 17.83496 -3.46645  C55 1.096
62 H 11.52529 16.81987 -3.80741  O56 0.961
63 C 10.94714 23.72378 -0.32369  O64 1.414, H65 1.096, H66 1.092, H67 1.086
64 O 11.99864 24.58958 -0.70466  C63 1.414, H68 0.958
65 H 11.14031 23.19226 0.61500  C63 1.096
66 H 10.00640 24.25568 -0.16811  C63 1.092
67 H 10.80885 22.94854 -1.07174  C63 1.086
68 H 12.27909 25.11019 0.04918  O64 0.958
69 C 6.55922 24.82777 -2.76874  O70 1.416, H71 1.086, H72 1.091, H73 1.094
70 O 7.65365 25.09159 -1.90920  C69 1.416, H74 0.967
71 H 6.03688 25.74099 -3.04011  C69 1.086
72 H 6.93960 24.29741 -3.64314  C69 1.091
73 H 5.81468 24.16694 -2.31454  C69 1.094
74 H 8.08706 24.24713 -1.72519  O70 0.967
75 C 3.26367 22.11720 -2.61960  O76 1.429, H77 1.091, H78 1.098, H79 1.088
76 O 2.28294 23.08712 -2.99231  C75 1.429, H80 0.960
77 H 2.90323 21.55139 -1.75886  C75 1.091
78 H 3.32178 21.34932 -3.40207  C75 1.098
79 H 4.21282 22.59864 -2.39227  C75 1.088
80 H 2.68434 23.66833 -3.64250  O76 0.960

Results
E_tot (hartree): -2057.52659
HOMO-LUMO gap (Eh): 0.312
Maximum force (eV/A): 1.5
LUMO (eV): 2.6
Net charge: -1
E_HOMO (eV): -5.86
Multiplicity: 1

=====

Here is C3H4ClNS in the gas phase at a distorted geometry from the OMol25 dataset. Energies are from ωB97M-V/def2-TZVPD.

Bonds (Å) are listed after each position.
Element x y z (Å)
1 N -1.85155 1.69806 0.00778  C2 1.316, H7 0.981, H8 0.998
2 C -0.60890 1.26348 0.01246  N1 1.316, C3 1.402, H9 1.068
3 C -0.25610 -0.09343 0.04844  C2 1.402, Cl4 1.706, C5 1.413
4 Cl -1.43926 -1.31902 -0.04957  C3 1.706
5 C 1.05004 -0.62321 0.15156  C3 1.413, S6 1.662, H10 1.058
6 S 2.47862 0.20259 -0.04920  C5 1.662
7 H -2.07973 2.65194 0.02781  N1 0.981
8 H -2.62636 1.07497 0.09846  N1 0.998
9 H 0.19692 1.95184 -0.12010  C2 1.068
10 H 1.16914 -1.66443 0.29459  C5 1.058

Results
E_tot (hartree): -1029.81615
HOMO-LUMO gap (Eh): 0.283
Maximum force (eV/A): 3.1
Relative energy (zero: lowest compared OMol25 entry of this formula, charge and spin) (eV): 0.378
SMILES: N/C=C(\Cl)C=S
LUMO (eV): -0.4
E_HOMO (eV): -8.05
Multiplicity: 1